Record 1
{
  "formula": "C24H48F4N6O14P2",
  "method": "wB97M-V/def2-TZVPD",
  "species": ["C", "C", "O", "C", "O", "O", "F", "H", "H", "H", "C", "C", "O", "C", "O", "O", "F", "H", "H", "H", "C", "C", "O", "C", "O", "O", "F", "H", "H", "H", "C", "C", "O", "C", "O", "O", "F", "H", "H", "H", "O", "P", "N", "C", "C", "N", "C", "C", "N", "C", "C", "H", "H", "H", "H", "H", "H", "H", "H", "H", "H", "H", "H", "H", "H", "H", "H", "H", "H", "O", "P", "N", "C", "C", "N", "C", "C", "N", "C", "C", "H", "H", "H", "H", "H", "H", "H", "H", "H", "H", "H", "H", "H", "H", "H", "H", "H", "H"],
  "xyz": [[-5.64166, 0.26777, 5.48112], [-5.31322, -1.03015, 4.70718], [-4.86442, -0.61354, 3.44349], [-4.79038, 0.73949, 3.40197], [-4.34945, 1.36608, 2.49376], [-5.41477, 1.25906, 4.45270], [-6.35486, -1.88201, 4.67864], [-5.01902, 0.29710, 6.36715], [-6.72321, 0.32478, 5.57244], [-4.44076, -1.48443, 5.18088], [-0.37841, 1.86218, -4.46551], [-0.16881, 2.71152, -3.18449], [-0.20613, 1.80214, -2.08694], [-0.63019, 0.60740, -2.56828], [-0.88819, -0.37854, -1.92612], [-0.75055, 0.61376, -3.87101], [-1.08238, 3.69387, -2.99752], [0.55283, 1.82017, -5.02041], [-1.22392, 2.27698, -5.00718], [0.84806, 3.10534, -3.12958], [-1.53065, 1.94471, 0.87626], [-1.10857, 1.35684, 2.23347], [0.24712, 1.65076, 2.23596], [0.47533, 2.72631, 1.47172], [1.50888, 3.28061, 1.29980], [-0.64602, 3.04660, 0.79792], [-1.34803, 0.01192, 2.23667], [-2.60597, 2.10215, 0.85979], [-1.29778, 1.21260, 0.09818], [-1.63974, 1.73816, 3.11096], [0.87032, -1.27655, 0.58187], [1.08422, -2.72789, 0.14464], [2.44076, -2.65897, -0.21353], [2.91763, -1.38511, -0.21910], [4.04963, -1.07877, -0.40029], [1.88009, -0.56121, -0.08189], [0.39017, -2.99520, -1.00969], [0.95227, -1.12749, 1.65931], [-0.11523, -0.98431, 0.22627], [0.85473, -3.51630, 0.85691], [-0.76902, -5.94505, 3.51523], [-1.94606, -5.51667, 2.71759], [-3.40601, -6.14866, 3.21998], [-3.78901, -7.54338, 2.97046], [-4.20406, -5.43650, 4.23332], [-1.78129, -6.09562, 1.15300], [-0.48775, -6.25664, 0.52509], [-2.87327, -5.98530, 0.18307], [-2.19767, -3.83596, 2.67777], [-2.32611, -3.02659, 1.45575], [-1.92850, -3.04847, 3.88542], [-3.39447, -7.86333, 2.01172], [-4.85578, -7.63404, 3.16577], [-3.33749, -8.16116, 3.75840], [-3.61727, -5.47827, 5.15806], [-5.12136, -5.98472, 4.43346], [-4.39134, -4.39446, 3.99043], [-0.54013, -6.63902, -0.49139], [0.01481, -5.28595, 0.44310], [0.12711, -6.88473, 1.17087], [-2.91659, -5.28323, -0.65620], [-2.95532, -6.97219, -0.28736], [-3.82246, -5.83212, 0.70276], [-2.29733, -3.71000, 0.61579], [-3.23432, -2.43167, 1.56885], [-1.50844, -2.30965, 1.36025], [-2.71987, -3.25916, 4.61642], [-1.98805, -1.97046, 3.75485], [-1.00164, -3.40428, 4.33842], [2.56538, 3.62965, -4.31011], [3.76133, 4.25529, -3.67292], [4.51245, 5.42309, -4.61760], [3.94111, 5.69408, -5.93023], [5.37178, 6.43582, -4.04086], [4.99963, 3.15758, -3.27159], [6.42517, 3.45097, -3.33268], [4.61586, 1.99019, -2.47811], [3.23946, 5.06804, -2.29095], [2.09169, 5.98770, -2.53925], [3.39815, 4.53520, -0.94754], [3.18899, 6.48945, -5.88229], [3.45949, 4.81403, -6.34783], [4.73788, 6.00076, -6.61067], [6.19563, 6.70901, -4.70471], [5.89579, 6.12985, -3.13620], [4.74500, 7.29751, -3.79113], [7.02208, 2.54063, -3.34302], [6.56444, 3.93263, -4.30261], [6.79828, 4.11771, -2.55082], [3.53861, 1.82162, -2.48614], [5.07173, 1.06221, -2.82640], [4.88093, 2.10905, -1.42344], [2.11956, 6.82567, -1.84899], [2.10145, 6.33571, -3.56960], [1.22267, 5.33838, -2.42230], [3.41926, 5.29997, -0.17286], [4.28487, 3.91261, -0.86083], [2.56032, 3.85506, -0.76672]],
  "forces_ev_per_angstrom": [[-1.07, -0.68, -2.45], [1.40, 0.59, 1.23], [-0.11, -0.42, -0.09], [-0.80, 0.03, -0.80], [0.29, -0.16, 0.12], [0.85, 0.75, 1.44], [-0.06, -0.05, -0.55], [-0.14, 0.83, 0.07], [0.07, -0.19, 1.07], [-0.33, -0.75, -0.05], [-0.46, 0.82, 2.04], [2.02, 0.11, 0.22], [-0.77, -0.47, -0.71], [-0.38, -1.22, 1.18], [0.33, 1.04, 0.28], [-0.02, -0.15, -2.02], [-0.34, -0.14, -0.10], [-0.08, -0.27, -0.16], [0.10, -0.19, -0.33], [-0.35, 0.57, -0.35], [-0.28, -1.24, 1.04], [-1.51, 0.02, -1.10], [0.88, -0.67, 1.40], [0.14, 0.40, -1.58], [0.09, -0.08, 0.77], [-0.64, 0.60, -0.39], [0.52, -0.21, 0.14], [0.18, 0.95, -0.09], [0.13, 0.03, 0.03], [0.31, 0.25, -0.08], [-1.66, -0.61, 0.12], [0.66, 1.36, -0.65], [0.86, -1.40, 0.55], [0.01, -0.28, -0.78], [-0.16, -0.10, 0.00], [0.09, 0.88, 0.38], [-0.17, -0.12, 0.23], [0.04, -0.13, -0.01], [0.17, 0.38, 0.00], [0.33, 0.08, 0.10], [-0.39, 0.55, -0.12], [0.43, -0.10, -0.24], [-0.89, 0.74, -0.91], [1.00, 0.42, 1.57], [1.24, -0.75, 0.33], [-1.33, 1.03, -0.84], [0.95, 0.59, 0.88], [-1.20, -1.38, 0.26], [0.53, 0.07, -0.04], [0.06, -0.53, 0.88], [-0.60, -1.21, 0.66], [-0.48, -0.15, -0.11], [-0.15, -0.06, -0.82], [0.13, -0.28, -0.23], [-0.31, 0.29, 0.31], [-0.15, 0.14, -0.25], [-0.15, -0.06, -0.28], [-0.36, -0.31, 0.14], [0.10, -0.13, -0.12], [0.11, -0.06, -0.28], [1.03, 0.47, 0.33], [-0.11, 0.03, -0.13], [0.12, -0.01, 0.14], [-0.36, 0.41, -0.29], [-0.18, -0.10, -0.64], [0.14, -0.14, 0.05], [0.13, 0.02, 0.19], [0.44, -0.05, -0.57], [0.17, 0.48, 0.04], [0.75, -0.05, -0.36], [0.39, 0.03, 0.72], [-0.31, -1.39, 0.08], [0.21, 0.29, 0.01], [-0.22, 0.30, 0.15], [-1.25, 0.18, 0.31], [-0.43, 0.47, -0.86], [-0.12, -0.07, 0.44], [1.43, 0.92, -0.78], [0.70, -1.71, 0.28], [-0.79, -0.71, -0.42], [0.04, 0.11, -0.08], [0.04, -0.09, 0.19], [-0.02, 0.06, -0.03], [-0.32, 0.11, -0.38], [-0.46, -0.32, 0.12], [0.39, 0.35, 0.00], [-0.22, -0.16, 0.13], [0.41, 0.13, 0.14], [-0.06, -0.11, 0.19], [-0.03, 0.20, -0.22], [0.17, 0.15, -0.23], [0.16, -0.11, -0.01], [-0.13, -0.01, 0.10], [0.13, 0.09, -0.01], [-0.60, 0.64, 0.16], [-0.04, 0.16, -0.13], [0.18, 0.35, -0.11], [-0.04, 0.12, 0.53]],
  "relative_energy_kj_mol": 145.95,
  "total_energy_ha": -3407.479928,
  "fmax_ev_per_a": 2.8,
  "charge": 0,
  "smiles": "CN(C)P(=O)(N(C)C)N(C)C.CN(C)P(=O)(N(C)C)N(C)C.O=C1OC[C@@H](F)O1.O=C1OC[C@@H](F)O1.O=C1OC[C@@H](F)O1.O=C1OC[C@@H](F)O1"
}

=====

Record 2
{
  "formula": "C38H69BrN6O6RbS2SbSeSi4",
  "method": "wB97M-V/def2-TZVPD",
  "species": ["Rb", "O", "S", "O", "O", "C", "C", "C", "C", "C", "C", "S", "O", "O", "O", "H", "H", "H", "H", "Br", "C", "C", "C", "C", "C", "N", "H", "H", "H", "H", "C", "N", "C", "C", "N", "C", "C", "Se", "H", "H", "H", "H", "H", "H", "H", "H", "C", "C", "C", "Sb", "C", "C", "C", "C", "C", "C", "H", "H", "H", "H", "H", "H", "H", "H", "H", "H", "H", "H", "H", "H", "H", "H", "H", "H", "H", "H", "H", "N", "C", "C", "N", "C", "C", "N", "H", "H", "H", "H", "H", "C", "Si", "C", "C", "Si", "Si", "C", "C", "C", "Si", "C", "C", "C", "H", "H", "H", "H", "H", "H", "H", "H", "H", "H", "H", "H", "H", "H", "H", "H", "H", "H", "H", "H", "H", "H", "H", "H", "H", "H", "H"],
  "xyz": [[-0.64601, -0.12354, 0.67715], [-2.32492, -2.25359, 1.16190], [-1.26807, -3.26228, 1.24270], [-1.70945, -4.56246, 0.75284], [-0.01831, -2.80890, 0.64627], [-0.89376, -3.53695, 3.00432], [-0.99887, -4.87981, 3.36346], [-0.70065, -5.33119, 4.63871], [-0.28359, -4.42589, 5.59283], [-0.18153, -3.08561, 5.25727], [-0.47803, -2.60688, 3.98202], [-0.27174, -0.78927, 3.86110], [-1.52873, -0.29407, 3.29621], [-0.05440, -0.36578, 5.23042], [0.86031, -0.55183, 2.97684], [-1.31864, -5.57649, 2.60295], [-0.79382, -6.38613, 4.87008], [-0.03774, -4.74680, 6.59844], [0.13065, -2.36228, 5.99595], [-0.72126, 4.92846, 1.52176], [0.95951, 4.06709, 1.24268], [2.10458, 4.84231, 1.34912], [3.31314, 4.22332, 1.07784], [3.31402, 2.88261, 0.73100], [2.10552, 2.20865, 0.69035], [0.92782, 2.79373, 0.93169], [2.03725, 5.88562, 1.61976], [4.23855, 4.78378, 1.13034], [4.22428, 2.35333, 0.48507], [2.10786, 1.15975, 0.41074], [-2.31409, -0.61019, -4.66397], [-2.61200, -1.54540, -3.59964], [-1.72322, -2.52123, -3.17692], [-2.30932, -3.18098, -2.16291], [-3.55266, -2.59932, -1.97446], [-4.50857, -3.08035, -0.98959], [-3.73614, -1.57355, -2.83128], [-5.21123, -0.46602, -3.03182], [-1.75455, -1.13409, -5.43811], [-1.71944, 0.22164, -4.29408], [-3.24785, -0.22583, -5.06597], [-0.75431, -2.64675, -3.62916], [-1.95510, -3.96814, -1.51422], [-4.10275, -2.92081, 0.00615], [-4.66434, -4.14811, -1.14125], [-5.43957, -2.53804, -1.12453], [-4.80204, 3.86073, 4.01890], [-3.50948, 3.15232, 3.63134], [-2.94173, 2.31778, 4.77938], [-3.52773, 1.92901, 1.81705], [-4.95161, 3.01012, 0.53946], [-6.41429, 3.13111, 0.95287], [-4.35633, 4.37162, 0.18379], [-4.76623, 0.24928, 2.42980], [-5.89850, 0.48650, 3.42211], [-5.26726, -0.42890, 1.15816], [-4.65748, 4.41335, 4.95658], [-5.62546, 3.16123, 4.17593], [-5.11178, 4.57841, 3.25761], [-2.76765, 3.91924, 3.38879], [-3.62734, 1.52380, 5.08394], [-2.76464, 2.95323, 5.65559], [-2.00517, 1.82908, 4.51133], [-4.92060, 2.38694, -0.36242], [-6.53796, 3.71485, 1.86608], [-6.87210, 2.15542, 1.11344], [-6.98638, 3.63410, 0.16199], [-4.34190, 5.04063, 1.05067], [-4.94747, 4.86410, -0.59834], [-3.32926, 4.28133, -0.17799], [-4.01552, -0.40158, 2.88721], [-6.65316, 1.17138, 3.03033], [-5.54093, 0.88832, 4.37019], [-6.40214, -0.46417, 3.63837], [-6.00769, 0.17743, 0.62862], [-5.73459, -1.39098, 1.39596], [-4.45078, -0.62803, 0.46164], [1.56745, 3.14422, -3.92462], [0.33531, 2.76280, -3.43774], [0.23327, 1.89301, -2.33879], [-0.93477, 1.57571, -1.82046], [-2.02931, 2.10275, -2.38168], [-1.92195, 2.94285, -3.47152], [-0.74704, 3.27589, -4.01160], [2.34004, 2.52295, -3.73391], [1.54294, 3.49327, -4.86844], [1.12548, 1.44404, -1.90653], [-2.99294, 1.82712, -1.96798], [-2.80917, 3.35176, -3.94194], [6.54858, -0.02766, -3.44225], [4.76871, 0.42404, -2.95639], [4.93316, 2.29901, -2.64741], [3.80621, 0.26834, -4.59567], [3.58271, -0.62029, -1.24762], [3.52483, -2.79339, -2.09769], [3.41004, -4.10566, -0.74383], [1.90283, -2.99661, -3.05542], [4.87684, -3.38514, -3.29620], [5.34432, -0.97994, 0.26216], [6.26817, 0.59232, 0.82416], [6.76679, -2.11770, -0.28450], [4.70372, -1.71705, 1.87850], [6.87243, 0.59077, -4.28801], [6.65042, -1.07679, -3.72717], [7.23146, 0.16734, -2.60882], [5.24815, 2.82607, -3.55611], [5.69888, 2.47387, -1.88352], [4.01353, 2.76938, -2.28451], [4.20874, 0.93282, -5.36928], [2.73949, 0.48248, -4.47428], [3.87372, -0.75863, -4.96842], [2.58394, -3.86551, -0.06783], [4.32506, -4.19116, -0.15331], [3.20488, -5.08381, -1.19286], [1.09363, -2.84169, -2.33398], [1.80161, -3.99446, -3.49264], [1.81218, -2.25198, -3.85296], [5.87853, -3.31116, -2.86425], [4.86426, -2.79568, -4.21765], [4.69733, -4.43209, -3.56660], [6.57978, 1.24650, 0.00401], [7.16916, 0.28830, 1.36863], [5.65196, 1.17316, 1.51658], [7.29467, -1.70929, -1.15198], [6.40694, -3.11431, -0.55350], [7.48887, -2.23065, 0.53274], [3.83796, -1.15879, 2.24672], [5.48668, -1.68490, 2.64509], [4.38593, -2.75581, 1.76286]],
  "forces_ev_per_angstrom": [[0.29, 0.52, -0.48], [-0.06, -0.12, 0.17], [0.01, -0.03, 0.08], [-0.02, 0.03, -0.08], [0.01, -0.14, 0.07], [0.00, -0.04, 0.01], [0.01, 0.01, 0.00], [-0.01, -0.03, -0.01], [0.02, 0.02, 0.03], [0.00, 0.02, -0.02], [0.02, -0.01, 0.07], [-0.29, -0.10, -0.08], [0.00, -0.09, 0.17], [0.03, 0.06, 0.03], [0.10, -0.18, 0.04], [0.00, 0.02, 0.00], [0.00, 0.01, 0.01], [0.00, -0.01, 0.00], [-0.01, 0.00, -0.01], [-0.02, -0.01, 0.01], [0.00, 0.02, -0.06], [-0.01, 0.02, 0.00], [-0.02, -0.02, 0.00], [0.04, 0.01, 0.00], [0.04, -0.05, -0.05], [0.04, 0.07, 0.06], [0.00, 0.00, -0.01], [-0.01, 0.00, 0.00], [-0.05, 0.01, 0.00], [-0.08, -0.01, 0.07], [-0.09, -0.04, 0.00], [0.08, 0.02, 0.24], [-0.02, 0.02, -0.10], [-0.10, 0.03, 0.08], [0.01, -0.03, 0.15], [0.03, -0.01, 0.04], [0.22, -0.12, -0.48], [0.00, -0.01, 0.07], [-0.02, 0.00, -0.01], [0.05, 0.06, 0.04], [-0.03, -0.01, 0.01], [-0.03, 0.04, 0.05], [-0.03, 0.04, -0.03], [0.01, 0.01, 0.03], [-0.03, 0.01, -0.06], [-0.01, 0.03, -0.02], [0.01, -0.02, 0.01], [0.04, -0.01, -0.05], [-0.01, 0.02, -0.01], [-0.12, 0.04, 0.07], [0.00, -0.05, 0.02], [0.02, 0.02, -0.02], [-0.02, -0.02, 0.00], [0.06, 0.01, -0.01], [0.03, -0.02, -0.02], [0.01, 0.02, 0.01], [-0.01, 0.00, -0.01], [0.01, 0.02, 0.00], [-0.02, 0.01, 0.01], [-0.01, -0.02, -0.01], [0.01, 0.01, -0.01], [0.00, -0.01, -0.01], [0.00, 0.00, 0.03], [0.01, 0.00, -0.01], [-0.01, -0.01, 0.01], [0.00, 0.01, 0.00], [0.00, 0.00, 0.01], [0.01, -0.01, 0.00], [0.01, 0.01, 0.01], [-0.01, 0.01, 0.00], [-0.02, 0.01, 0.00], [-0.01, 0.01, 0.01], [-0.01, -0.01, -0.01], [0.00, 0.01, 0.00], [0.01, -0.02, 0.00], [0.01, 0.00, -0.01], [-0.01, -0.01, 0.01], [-0.02, -0.07, -0.01], [0.01, 0.09, -0.07], [0.01, -0.08, 0.04], [-0.04, -0.08, -0.06], [-0.03, 0.09, 0.04], [-0.01, -0.04, 0.02], [0.03, 0.01, 0.00], [-0.02, 0.02, 0.03], [0.00, 0.03, -0.02], [0.01, -0.01, 0.01], [0.02, 0.00, -0.02], [0.00, 0.00, 0.01], [0.09, 0.01, 0.02], [-0.07, 0.02, -0.07], [-0.04, 0.08, 0.03], [-0.03, -0.02, -0.04], [0.15, 0.06, 0.08], [-0.11, -0.04, -0.03], [-0.02, 0.00, 0.02], [-0.02, 0.05, 0.04], [0.07, 0.00, -0.02], [0.01, 0.00, -0.03], [-0.01, 0.03, 0.03], [0.04, -0.05, -0.06], [-0.01, 0.03, 0.05], [0.00, -0.01, 0.00], [0.00, 0.00, 0.04], [-0.02, -0.04, -0.04], [0.02, -0.02, 0.02], [-0.04, 0.01, -0.02], [0.04, -0.05, 0.00], [-0.01, -0.01, 0.01], [0.02, -0.01, 0.00], [0.00, 0.03, 0.00], [0.03, -0.01, 0.00], [-0.01, 0.01, 0.00], [0.00, 0.01, 0.01], [0.01, -0.01, -0.08], [-0.02, -0.04, -0.01], [-0.02, 0.00, 0.02], [-0.05, 0.01, -0.02], [0.03, -0.01, 0.01], [0.00, 0.01, 0.00], [-0.04, -0.04, 0.00], [-0.01, 0.02, 0.00], [0.05, -0.01, -0.02], [-0.04, -0.03, 0.04], [0.01, 0.03, 0.01], [-0.01, 0.00, -0.01], [0.03, -0.02, 0.01], [-0.02, -0.02, 0.01], [-0.01, 0.03, -0.03]],
  "relative_energy_kj_mol": 24.28,
  "total_energy_ha": -9463.718506,
  "fmax_ev_per_a": 0.8,
  "charge": -2
}

=====

Q: The highest charge belongs to which entry?
A: C24H48F4N6O14P2

=====

Q: charge of number 1 (C24H48F4N6O14P2)?
A: 0

=====

Q: Which of these has the highest charge?
A: C24H48F4N6O14P2